(1)
Formula: C16H21F3N5O2
Source: OMol25
Level of theory: wB97M-V/def2-TZVPD

Values from the calculation:
E_HOMO: -13.558 eV
Frontier orbital gap: 10.7 eV
Structure (SMILES): COCCn1nnnc1[C@H](c1cccc(C(F)(F)F)c1)[NH+]1CCOCC1
Multiplicity: 1
M: 372.37 g mol⁻¹
Total charge: +1
Max |F|: 1.59 eV Å⁻¹

Geometry (Å):
H -0.90 -2.35 -0.35
C 1.87 -0.58 0.45
C -0.29 2.65 -3.52
C -0.41 0.33 0.01
H -0.59 -1.02 2.46
C -1.16 2.01 3.37
C -0.42 -0.45 -3.19
F 4.25 -0.50 1.99
C 2.35 -2.94 0.35
C -1.52 0.12 -0.96
H 1.27 0.67 -3.94
C -2.30 -0.01 3.33
F 4.79 -0.64 -0.08
C 0.13 -2.14 -0.09
H -0.04 2.50 1.58
H -1.23 2.24 -3.90
H -0.57 2.64 4.05
N -2.78 0.32 -0.62
C 0.73 0.57 -3.00
H 0.70 -4.20 -0.16
H -2.55 -0.85 3.98
C 1.03 -3.19 0.02
H 0.60 1.10 2.50
H 1.43 0.19 -2.24
H 0.41 2.80 -4.34
H -0.04 -1.47 -3.06
H 2.23 0.43 0.60
H -3.23 0.47 2.99
C 4.19 -1.31 0.92
F 4.93 -2.38 1.18
C -1.49 -0.50 2.12
N -1.50 -0.20 -2.27
C 0.55 -0.83 0.13
H -2.11 -1.16 1.51
H -0.48 3.60 -3.03
C 2.76 -1.64 0.57
N -3.50 0.11 -1.71
N -2.77 -0.19 -2.68
N -1.08 0.68 1.31
C -0.31 1.61 2.16
H 0.15 1.22 -0.32
H -0.87 -0.37 -4.19
H -1.98 1.12 1.02
O 0.28 1.81 -2.52
H -2.05 2.57 3.04
H 3.06 -3.76 0.44
O -1.53 0.88 4.11

=====

(2)
Formula: C16H21F3O6
Source: OMol25
Level of theory: wB97M-V/def2-TZVPD

Values from the calculation:
E_HOMO: -9.212 eV
Frontier orbital gap: 7.3 eV
Structure (SMILES): C=CC1=C(CCC(F)=C(F)F)C(=O)OC1=O.COCCOCCOC
Multiplicity: 1
M: 366.33 g mol⁻¹
Total charge: 0
Max |F|: 9.93 eV Å⁻¹

Geometry (Å):
H -2.57 -2.06 1.90
C 1.66 -4.88 1.98
H -0.04 3.59 -5.09
H 1.54 0.45 -0.62
C -1.87 -3.01 1.88
H -2.56 3.76 -4.71
H -0.01 2.20 -4.02
C 1.17 -3.14 3.70
H -2.38 -4.04 2.20
H -1.84 3.09 -1.91
C 0.71 -3.60 2.35
C 1.29 0.57 -1.68
H -0.94 4.44 -1.24
H 0.14 0.29 4.09
H -1.99 2.38 -5.69
C -0.55 3.11 -4.25
H -0.50 -1.93 4.88
H -0.20 -2.42 0.38
C 2.39 -4.15 4.16
C -1.99 2.83 -4.69
F 4.30 -0.58 2.98
H 1.20 3.04 -1.46
F 0.83 0.17 1.50
C 1.11 -0.40 4.09
F 3.25 -1.51 0.84
H 1.20 -2.02 5.69
C -0.46 -2.92 1.42
H -4.37 1.69 -4.87
H -4.38 2.93 -3.57
C 3.09 -0.80 2.16
C 1.73 -0.36 2.58
C 0.67 -1.88 4.63
O 0.09 1.32 -1.83
H 1.14 -0.42 -2.12
C -4.02 1.94 -3.87
C 0.20 2.63 -1.28
H 1.87 0.15 4.81
C -0.85 3.55 -1.89
O 2.49 -5.25 3.14
O -2.61 1.89 -3.80
H 2.11 1.06 -2.21
O 3.18 -4.09 5.26
H 0.04 2.54 -0.20
O -0.48 4.06 -3.17
H -4.42 1.20 -3.17
O 1.63 -5.39 0.72

=====

(3)
Formula: C16H21MnN4O2S4
Source: OMol25
Level of theory: wB97M-V/def2-TZVPD

Values from the calculation:
E_HOMO (spin up / spin down): -14.422 / -14.422 eV
Frontier orbital gap (spin up / spin down): 4.4 / 7.1 eV
Multiplicity: 5
M: 484.58 g mol⁻¹
Total charge: +2
Max |F|: 5.75 eV Å⁻¹

Geometry (Å):
O 5.91 4.65 9.17
H 8.53 8.48 13.96
C 9.09 6.30 16.51
H 9.17 6.43 4.73
C 6.61 3.89 14.59
H 7.13 5.18 16.86
S 6.46 5.98 8.98
N 7.21 5.99 13.32
H 12.68 3.90 17.09
C 7.87 6.23 6.45
C 8.25 5.04 16.62
C 7.84 6.13 7.85
H 6.60 4.21 12.40
H 10.09 6.14 16.93
C 6.30 4.79 13.32
C 12.39 4.54 16.23
H 5.92 4.16 15.40
N 7.43 6.27 10.32
C 8.10 7.83 14.77
C 11.50 4.18 15.24
H 8.66 7.07 17.08
N 9.18 6.90 15.13
H 10.05 7.46 15.03
S 12.95 6.22 15.93
H 5.23 5.02 13.19
Mn 9.30 5.47 13.54
H 6.90 6.29 5.95
C 6.80 7.11 14.21
N 11.44 5.09 14.17
H 8.80 4.55 17.42
C 9.09 6.44 5.83
H 7.76 8.46 15.61
C 12.11 6.20 14.49
H 6.41 2.87 14.26
C 8.98 6.11 8.57
C 8.71 6.17 10.13
S 8.35 3.89 15.17
S 9.91 5.97 11.24
H 10.96 3.20 15.09
H 11.25 6.40 6.14
H 7.06 6.36 12.37
H 6.09 6.84 15.02
C 10.26 6.27 7.93
H 11.09 6.04 8.61
H 12.21 7.02 13.82
C 10.30 6.45 6.56
O 5.56 7.05 8.60
H 6.27 7.83 13.55

=====

(4)
Formula: C16H22B2Ca2F20N4O12S4
Source: OMol25
Level of theory: wB97M-V/def2-TZVPD

Values from the calculation:
E_HOMO: -8.956 eV
Frontier orbital gap: 7.0 eV
Multiplicity: 1
M: 1072.38 g mol⁻¹
Total charge: 0
Max |F|: 4.42 eV Å⁻¹

Geometry (Å):
F -1.20 0.16 6.17
F -4.89 0.94 3.64
F 4.22 3.45 -2.40
Ca -2.97 1.50 -0.89
C -0.82 -2.77 1.42
S -2.18 5.14 -0.20
O -3.99 3.89 2.69
Ca 0.37 3.84 2.31
F -2.86 1.29 -3.47
F -1.07 7.42 -1.25
O 2.99 5.75 -0.75
H 3.25 -1.30 -5.10
C 0.68 -2.25 -2.98
O -2.64 3.91 -0.91
H -0.51 -6.49 -0.34
C 1.00 -4.01 1.37
O 2.43 0.92 4.98
H -1.06 -4.03 -1.73
F -0.38 5.64 -2.11
O -3.18 2.07 1.24
O 1.86 4.19 0.69
H 3.81 0.43 -3.31
H 2.04 -1.22 1.23
C -1.46 -3.61 -2.65
F -2.31 -0.31 -2.11
S -3.09 2.77 2.51
S 1.08 1.50 5.07
F -0.47 -0.55 4.39
N -0.37 -3.04 -3.38
O 0.96 2.44 6.14
H 1.99 -2.48 4.01
N -0.08 -4.81 0.96
O -3.27 5.90 0.38
F -0.01 1.95 1.11
H 1.66 -3.15 -5.92
B -2.86 -0.02 -3.32
O -1.03 4.83 0.74
H 0.85 -1.92 -1.97
F -0.85 2.11 -0.97
O 4.30 4.20 0.59
H -2.19 -2.81 -2.50
C -3.67 1.34 3.87
C -1.18 -4.02 0.97
F -3.46 1.82 5.06
C -0.11 -3.52 -4.64
H 3.18 -2.64 2.70
C 3.15 3.16 -1.60
C -0.11 -6.22 0.64
B -0.34 1.25 -0.03
F -4.18 -0.42 -3.37
N 1.53 -2.07 -4.08
F 1.98 3.12 -2.30
C 2.81 0.00 -3.45
H 0.77 -0.82 2.33
H 2.49 -0.08 -2.41
H -0.84 -4.18 -5.10
F -2.10 -0.69 -4.28
F 0.67 -1.01 6.11
F -2.46 6.27 -2.52
H 2.97 -1.15 3.50
C 2.82 -1.41 -4.10
H -1.36 -1.84 1.54
H 0.91 -6.56 0.84
H 2.02 -4.37 1.47
H -1.93 -4.46 -3.14
H -2.13 -4.36 0.57
C -1.44 6.20 -1.61
F 0.73 0.57 -0.61
N 0.56 -2.73 1.62
H 3.53 -2.03 -3.56
H -0.70 -6.88 1.27
F 3.45 1.96 -1.15
H 2.20 0.68 -4.05
C -0.06 -0.03 5.47
O -1.73 3.17 2.87
F -1.29 0.38 0.33
C 1.05 -2.93 -5.06
S 3.06 4.43 -0.10
O 0.58 1.98 3.77
C 2.40 -2.00 3.12
F -2.93 0.27 3.71
C 1.42 -1.64 2.02